No. 1
The following is a DFT calculation (ωB97M-V/def2-TZVPD) of a cluster of 2 separate species, C3H4OS in total at a distorted geometry.

Properties
energy above the lowest of the compared OMol25 structures with the same formula, charge and spin = 107.2 kcal per mole
DFT total energy = -589.9538 a.u.
E_HOMO (spin up / spin down) = -7.424 / -7.586 eV

```
9
C3H4OS (ωB97M-V/def2-TZVPD)
C 1.63039 -2.22732 0.41214
C 1.45451 0.52530 0.03568
C -0.00867 0.85721 -0.28148
O 2.40696 -2.70349 -0.35218
S 2.72248 1.45819 0.06334
H 0.77068 -2.37213 1.01796
H -0.78518 0.36622 0.33763
H 0.05184 0.38077 -1.27227
H -0.37516 1.89159 -0.59220
```

Mulliken charges in e:
1. C 0.127
2. C 0.032
3. C -0.723
4. O -0.336
5. S -0.231
6. H 0.286
7. H 0.251
8. H 0.279
9. H 0.316

=====

No. 2
The following is a DFT calculation (ωB97M-V/def2-TZVPD) of a structure of composition C49H46ClInN8O6S at a distorted geometry.

Properties
DFT total energy = -3833.0250 a.u.
E_HOMO = -8.532 eV

```
112
C49H46ClInN8O6S (ωB97M-V/def2-TZVPD)
In -0.11011 -1.19406 0.69156
O 4.08023 -1.44748 1.35064
C 2.86163 -1.42433 1.37103
O 2.10457 -1.06067 0.41895
C 2.15215 -1.80990 2.67793
C 2.81675 -2.05708 3.87166
C 2.06135 -2.32414 5.00513
C 0.67694 -2.29911 4.92164
C 0.09156 -2.00115 3.69761
N 0.83340 -1.80093 2.62461
C -1.41833 -1.73837 3.50190
O -2.19217 -2.12945 4.35751
O -1.67854 -1.06664 2.46400
H 3.89476 -2.02128 3.89028
H 2.54760 -2.51648 5.95137
H 0.03989 -2.47261 5.77489
S -1.77589 0.86494 -3.28019
C -0.28576 1.72714 -3.02832
C 0.19689 2.83821 -3.69838
C 1.45550 3.29755 -3.36837
C 2.22923 2.65032 -2.40460
C 1.74811 1.55605 -1.71762
C 0.46584 1.09485 -2.01645
N -0.15231 0.00942 -1.47502
C -1.29369 -0.25657 -2.02236
C -2.08432 -1.40757 -1.65796
C -3.07699 -1.92538 -2.49139
C -3.75037 -3.07293 -2.12354
C -3.46064 -3.69054 -0.91549
C -2.48768 -3.16327 -0.07853
C -1.79714 -2.02811 -0.44630
H -0.39022 3.32157 -4.46070
H 1.84913 4.16188 -3.87947
H 3.23014 3.00575 -2.20970
H 2.33028 1.02710 -0.97637
H -3.30813 -1.42957 -3.42348
H -4.50496 -3.49421 -2.77369
H -3.99317 -4.58325 -0.61565
H -2.26204 -3.63636 0.86820
C -2.98868 -8.85713 -2.67488
C -1.65138 -8.27747 -3.01533
C -1.49770 -6.93336 -3.32201
C -0.26264 -6.41072 -3.66178
C 0.85417 -7.23736 -3.69993
N 2.11896 -6.79258 -4.11619
C 2.59714 -5.51791 -4.27535
O 3.40288 -5.24990 -5.14011
N 2.14279 -4.53693 -3.41016
C 1.72169 -4.62739 -2.09051
C 1.87988 -5.76195 -1.29424
C 1.41217 -5.73311 0.00745
C 0.81985 -4.57684 0.48712
N 0.71187 -3.48402 -0.25007
C 1.14709 -3.49968 -1.49302
C 0.71083 -8.58555 -3.37751
C -0.52583 -9.09347 -3.04028
H -3.77813 -8.12600 -2.82355
H -3.00535 -9.18219 -1.63521
H -3.19317 -9.72632 -3.29795
H -2.36057 -6.28308 -3.31777
H -0.17829 -5.36809 -3.92542
H 2.64119 -7.46411 -4.66648
H 2.41622 -3.60797 -3.70883
H 2.37565 -6.64068 -1.67306
H 1.52200 -6.59346 0.64742
H 0.42085 -4.51548 1.49185
H 1.04395 -2.56850 -2.03592
H 1.57384 -9.23521 -3.40564
H -0.62847 -10.14257 -2.80376
C -2.63958 6.22172 3.98363
C -1.18977 6.40475 3.52723
C -0.28528 6.37638 4.76973
C -1.07145 7.79996 2.89270
C -0.71873 5.28181 2.51907
O 0.67174 5.37609 2.32372
C -1.47695 5.38267 1.17266
C -0.85921 4.63154 -0.02644
C 0.33864 5.33330 -0.60863
C 1.62942 4.89255 -0.34511
C 2.72742 5.55426 -0.86642
C 2.53548 6.66364 -1.67230
Cl 3.89830 7.48712 -2.34836
C 1.25700 7.11873 -1.95225
C 0.17038 6.44997 -1.42009
C -0.95081 3.90429 3.19982
N -0.33033 2.80000 2.52891
C -0.87872 1.82395 1.79811
N 0.07079 1.00274 1.39490
C 1.20091 1.51453 1.92922
N 0.98256 2.59890 2.62009
H -2.92490 7.06642 4.60688
H -2.76096 5.32439 4.58199
H -3.32897 6.17876 3.14573
H -0.39729 7.30020 5.33282
H 0.75586 6.26857 4.47673
H -0.54828 5.55630 5.43340
H -1.18043 8.55586 3.66699
H -1.85140 7.98010 2.15728
H -0.10264 7.95270 2.42239
H 0.87554 6.23225 1.93113
H -1.53709 6.43235 0.88450
H -2.49316 5.02142 1.33278
H -1.63547 4.57279 -0.79609
H -0.57425 3.61600 0.24205
H 1.78384 4.02990 0.28636
H 3.72638 5.21197 -0.64129
H 1.11449 7.98761 -2.57457
H -0.82819 6.79558 -1.64681
H -2.01670 3.69862 3.28454
H -0.48858 3.94070 4.18673
H -1.92712 1.70491 1.60767
H 2.17125 1.07937 1.80440
```

Here are the Mulliken charges for atoms 1 to 99, given in e:
1. In 1.861
2. O -0.792
3. C 0.153
4. O -0.477
5. C 0.527
6. C -1.004
7. C -0.478
8. C -0.741
9. C 0.192
10. N 0.510
11. C 0.240
12. O -0.751
13. O -0.611
14. H 0.598
15. H 0.453
16. H 0.578
17. S -0.421
18. C 1.125
19. C -0.827
20. C -0.508
21. C -0.576
22. C -0.411
23. C -1.106
24. N 0.386
25. C 0.142
26. C 1.252
27. C -1.023
28. C -0.862
29. C -0.908
30. C -0.353
31. C 0.196
32. H 0.467
33. H 0.430
34. H 0.516
35. H 0.572
36. H 0.423
37. H 0.438
38. H 0.474
39. H 0.486
40. C -1.491
41. C 0.777
42. C -0.892
43. C -0.093
44. C 0.264
45. N -0.026
46. C 0.234
47. O -0.683
48. N -0.007
49. C -0.336
50. C -0.231
51. C -1.520
52. C -0.380
53. N 0.504
54. C -0.319
55. C -0.542
56. C -0.722
57. H 0.348
58. H 0.327
59. H 0.375
60. H 0.311
61. H 0.532
62. H 0.273
63. H 0.230
64. H 0.644
65. H 0.441
66. H 0.580
67. H 0.484
68. H 0.423
69. H 0.395
70. C -1.959
71. C 1.833
72. C -1.848
73. C -1.742
74. C 1.716
75. O -0.675
76. C -1.270
77. C 0.178
78. C 0.277
79. C 0.725
80. C -1.290
81. C 0.113
82. Cl -0.233
83. C -0.966
84. C -0.645
85. C -2.110
86. N 1.119
87. C -0.536
88. N 0.238
89. C -0.865
90. N -0.987
91. H 0.510
92. H 0.378
93. H 0.323
94. H 0.476
95. H 0.352
96. H 0.390
97. H 0.515
98. H 0.405
99. H 0.339

=====

Molar mass for the records above, in order: 88.1; 1025.3 g/mol